{
  "formula": "C6H3AgO5",
  "method": "the ωB97M-V functional and the def2-TZVPD basis",
  "multiplicity": 1,
  "orbital_gap_ev": 8.695,
  "charge": 2,
  "e_tot_ha": -752.80492,
  "homo_ev": -18.57,
  "lumo_ev": -9.87,
  "fmax_ha_per_bohr": 0.0809,
  "species": ["C", "C", "O", "C", "O", "H", "Ag", "O", "C", "C", "O", "O", "C", "H", "H"],
  "xyz": [[-0.78018, 1.18127, 0.79796], [-0.57646, 1.03917, -0.59798], [-2.39191, 1.49712, -2.26667], [-1.59872, 1.27849, -1.50290], [0.01656, 0.47286, 1.50571], [-1.43794, 1.92614, 1.25691], [-0.02603, -0.29217, 3.94087], [1.10106, -1.60746, 0.56974], [0.51117, -2.14422, -0.54233], [1.14756, -0.24328, 0.47097], [0.27684, -3.29687, -0.68285], [0.18786, -1.15793, -1.39336], [0.55632, 0.08437, -0.85556], [2.09703, 0.18998, 0.78841], [0.91684, 1.07252, -1.48892]],
  "nbo_charge": [0.411, -0.434, -0.188, 0.897, -0.551, 0.264, 0.993, -0.443, 0.948, 0.382, -0.423, -0.434, -0.001, 0.261, 0.318]
}

***

{
  "formula": "C20H21BN6Pb",
  "method": "the ωB97M-V functional and the def2-TZVPD basis",
  "multiplicity": 1,
  "orbital_gap_ev": [3.785, 3.886],
  "charge": 2,
  "e_tot_ha": -1320.23916,
  "homo_ev": [-14.40, -14.39],
  "lumo_ev": [-10.61, -10.51],
  "fmax_ha_per_bohr": 0.0994,
  "species": ["H", "N", "B", "N", "C", "Pb", "H", "C", "H", "C", "H", "C", "H", "H", "H", "N", "N", "N", "N", "C", "C", "H", "H", "C", "C", "C", "C", "H", "H", "H", "H", "H", "C", "C", "C", "C", "C", "C", "C", "C", "C", "C", "H", "H", "H", "H", "H", "H", "H"],
  "xyz": [[-0.01462, 3.19421, 0.16745], [-0.61585, 1.63909, -1.16019], [-1.08979, 0.27405, -3.28528], [-0.66187, 1.56033, -2.54282], [-0.30282, 2.73754, -3.07443], [-1.00252, 0.11849, 0.69169], [-0.25688, 2.85180, -4.14456], [0.01894, 3.59437, -2.04577], [0.34753, 4.61321, -2.12999], [-0.16700, 2.88087, -0.86117], [-0.85116, 0.34293, -4.45839], [-2.15701, -2.07829, 1.54995], [-1.94259, -2.22700, 2.65556], [-1.21808, -2.62757, 0.95226], [-2.98381, -2.46957, 0.86281], [-2.52008, -0.15131, -2.98508], [-0.10454, -0.87017, -2.73454], [-2.89880, -0.31553, -1.68139], [-0.02596, -1.14971, -1.36995], [-3.56463, -0.34700, -3.82534], [0.75468, -1.66948, -3.39623], [-3.48756, -0.26362, -4.89164], [0.85764, -1.56850, -4.46243], [-4.63683, -0.66503, -3.02750], [1.41559, -2.47408, -2.46913], [-4.19454, -0.64413, -1.70206], [0.90389, -2.11775, -1.19979], [-5.62097, -0.90583, -3.34273], [2.15808, -3.20080, -2.68114], [-4.74840, -0.84059, -0.80530], [1.15505, -2.55221, -0.21541], [-2.55662, -0.95575, 1.56227], [4.63566, -0.12666, 2.64146], [3.92947, -0.20558, 1.43122], [2.56441, 0.05259, 1.38403], [1.81558, 0.33835, 2.56449], [0.42171, 0.48084, 2.63157], [-0.18012, 0.83196, 3.80774], [0.54118, 0.97380, 5.02357], [1.89315, 0.76077, 5.03414], [2.53506, 0.45449, 3.80475], [3.90972, 0.19042, 3.78175], [5.70469, -0.34640, 2.63772], [4.43788, -0.45740, 0.50001], [2.01248, 0.03617, 0.44744], [-1.24199, 1.02217, 3.78186], [0.02731, 1.20271, 5.94208], [2.52339, 0.84345, 5.92559], [4.48195, 0.23534, 4.71088]],
  "nbo_charge": [0.225, -0.404, 0.550, -0.307, 0.064, 1.739, 0.260, -0.319, 0.264, -0.014, -0.006, -0.941, 0.303, 0.328, 0.325, -0.353, -0.301, -0.330, -0.396, 0.024, 0.045, 0.250, 0.254, -0.322, -0.326, -0.032, -0.043, 0.251, 0.256, 0.212, 0.223, 0.190, -0.170, -0.148, -0.227, -0.050, -0.075, -0.258, -0.197, -0.084, -0.067, -0.137, 0.258, 0.247, 0.215, 0.246, 0.265, 0.263, 0.248]
}

***

{
  "formula": "C7H8BO11SSn",
  "method": "the ωB97M-V functional and the def2-TZVPD basis",
  "multiplicity": 2,
  "s2": 0.7607,
  "orbital_gap_ev": [4.851, 4.849],
  "charge": 2,
  "e_tot_ha": -1735.85149,
  "homo_ev": [-16.23, -16.23],
  "lumo_ev": [-11.38, -11.38],
  "fmax_ha_per_bohr": 0.0857,
  "species": ["Sn", "O", "C", "O", "B", "O", "C", "O", "O", "C", "O", "C", "O", "O", "O", "S", "O", "O", "C", "C", "C", "H", "H", "H", "H", "H", "H", "H", "H"],
  "xyz": [[8.11201, -4.80367, 11.34854], [4.26489, -8.65519, 9.01342], [3.92556, -7.77893, 9.76469], [2.71890, -7.61405, 10.17584], [2.70173, -6.53419, 11.21868], [4.01322, -5.86066, 11.02809], [4.76271, -6.55283, 10.22043], [5.94568, -6.35977, 9.98790], [2.76074, -7.22296, 12.56979], [1.58058, -7.18529, 13.17567], [1.26300, -7.74256, 14.19984], [0.71527, -6.07538, 12.36868], [1.39276, -5.72226, 11.24470], [-0.41045, -5.77477, 12.71518], [9.38472, -5.83302, 13.81360], [10.38683, -5.62677, 14.88502], [11.28919, -6.70904, 15.20905], [11.27179, -4.20817, 14.60626], [12.12900, -3.79615, 15.70327], [13.51139, -3.66096, 15.10066], [9.48698, -5.21140, 16.47713], [12.23340, -4.47264, 16.55153], [11.75664, -2.80692, 15.96950], [13.73793, -2.87911, 14.37576], [13.84381, -4.61035, 14.68084], [14.20206, -3.36758, 15.89123], [8.61746, -4.59678, 16.24410], [10.17455, -4.75970, 17.19219], [9.22839, -6.17266, 16.92121]],
  "nbo_charge": [1.831, -0.444, 0.654, -0.613, 1.179, -0.629, 0.749, -0.664, -0.570, 0.718, -0.241, 0.713, -0.541, -0.200, -1.042, 2.283, -0.839, -0.693, -0.102, -0.643, -0.822, 0.217, 0.208, 0.232, 0.229, 0.242, 0.243, 0.271, 0.275]
}

***

{
  "formula": "C17H48Cu3O19",
  "method": "the ωB97M-V functional and the def2-TZVPD basis",
  "multiplicity": 1,
  "orbital_gap_ev": 6.167,
  "charge": 1,
  "e_tot_ha": -7027.12606,
  "homo_ev": -11.48,
  "lumo_ev": -5.31,
  "fmax_ha_per_bohr": 0.0615,
  "species": ["Cu", "Cu", "Cu", "C", "O", "O", "O", "C", "C", "O", "O", "H", "H", "H", "H", "H", "H", "C", "C", "O", "O", "H", "H", "H", "H", "H", "H", "C", "C", "O", "O", "H", "H", "H", "H", "H", "H", "C", "C", "O", "O", "H", "H", "H", "H", "H", "H", "C", "C", "O", "O", "H", "H", "H", "H", "H", "H", "C", "C", "O", "O", "H", "H", "H", "H", "H", "H", "C", "C", "O", "O", "H", "H", "H", "H", "H", "H", "C", "C", "O", "O", "H", "H", "H", "H", "H", "H"],
  "xyz": [[0.21532, -0.77016, -2.98943], [-2.69728, -0.38088, -0.49387], [-0.56794, -3.43300, 0.10672], [0.28013, -0.55403, 0.12615], [1.44988, -0.88804, 0.51414], [-0.77133, -1.03771, 0.68818], [0.13880, 0.23540, -0.88937], [0.00721, 0.91543, 4.02575], [-0.70812, -0.43006, 4.30483], [-1.70055, -0.71162, 3.33822], [-0.95275, 1.96044, 4.10886], [0.33253, 0.88184, 2.97987], [0.90957, 1.06465, 4.62081], [-1.15215, -0.29023, 5.29394], [0.09622, -1.14681, 4.50282], [-1.14904, -0.97361, 2.57925], [-1.60120, 1.74335, 4.78500], [4.02721, -2.33974, -3.62217], [3.26307, -2.49675, -2.33504], [2.65915, -1.26568, -1.95959], [3.23816, -1.79280, -4.70547], [4.18657, -3.36783, -3.95617], [4.95944, -1.77575, -3.58151], [3.90657, -2.75654, -1.49158], [2.55113, -3.30485, -2.54880], [2.31354, -1.31222, -1.04186], [2.82984, -1.03996, -4.24682], [-4.20745, 1.02729, 1.37968], [-4.79191, 1.62832, 0.14300], [-4.51939, 0.76187, -0.96469], [-2.79404, 1.01648, 1.30858], [-4.53298, -0.01785, 1.37454], [-4.60011, 1.54732, 2.25414], [-4.49825, 2.67400, 0.03065], [-5.87426, 1.56702, 0.29052], [-5.21677, 0.86801, -1.61581], [-2.33805, 0.47390, 1.97116], [3.55512, -3.07999, 2.44857], [2.21076, -3.63147, 2.97146], [1.21285, -3.29944, 1.97391], [3.70739, -1.71100, 2.80716], [3.66950, -3.13614, 1.36317], [4.44690, -3.56697, 2.85210], [2.06129, -3.26725, 3.98583], [2.36249, -4.70965, 3.02723], [0.99143, -2.35357, 1.98914], [3.28985, -1.17048, 2.12637], [-0.31759, 3.64447, 0.12724], [-0.94258, 3.45340, -1.24341], [-1.54412, 2.16850, -1.40254], [-1.25589, 3.53999, 1.17576], [0.14352, 4.62902, 0.20781], [0.46708, 2.88682, 0.22511], [-0.07157, 3.45317, -1.91406], [-1.54221, 4.28675, -1.60131], [-0.88749, 1.48166, -1.20216], [-1.56410, 2.63411, 1.28048], [3.62092, 2.58341, 0.71230], [3.69920, 1.93425, -0.67468], [2.49745, 1.87190, -1.37705], [4.94289, 2.63631, 1.29160], [2.92233, 2.11547, 1.40824], [3.31446, 3.62358, 0.57268], [4.05275, 0.91206, -0.51395], [4.43771, 2.57132, -1.16053], [1.86973, 1.17556, -1.11885], [4.84200, 2.52851, 2.24027], [0.94170, 2.28782, -4.57070], [-0.45422, 2.28115, -5.18540], [-1.50024, 2.67990, -4.32799], [1.18531, 1.24997, -3.60612], [1.27390, 3.24793, -4.17778], [1.56857, 2.11299, -5.45285], [-0.70024, 1.29060, -5.59350], [-0.43647, 2.88519, -6.09299], [-1.51578, 2.19307, -3.49127], [1.67170, 1.70275, -2.87711], [-4.87472, -3.03647, 1.03184], [-3.47004, -3.55168, 1.45782], [-3.01599, -4.43342, 0.43527], [-4.75455, -2.04381, 0.01996], [-5.34946, -2.49051, 1.85142], [-5.57713, -3.81019, 0.70964], [-3.65131, -4.08590, 2.38809], [-2.91695, -2.62488, 1.64237], [-3.17138, -3.95037, -0.38595], [-4.13552, -2.38762, -0.63728]],
  "mulliken_charge": [0.249, 0.182, 0.615, -0.945, -0.508, 1.168, 1.502, 0.260, -0.639, -0.591, -0.498, -0.257, 0.414, 0.512, 0.138, -0.010, 0.305, -0.703, -0.048, -0.046, -0.536, 0.364, 0.314, 0.215, 0.197, -0.042, 0.274, -0.391, -0.673, -0.377, 0.168, 0.077, 0.487, 0.243, 0.550, 0.274, 0.031, -0.056, -0.507, -0.362, -0.584, -0.091, 0.428, 0.281, 0.320, 0.015, 0.253, -0.019, -0.311, -0.410, -0.592, 0.520, -0.233, -0.040, 0.497, -0.041, 0.158, -0.207, -0.335, -0.511, -0.565, 0.121, 0.260, 0.160, 0.434, -0.326, 0.334, -0.366, -0.555, -0.549, -0.193, 0.359, 0.348, 0.236, 0.435, 0.222, 0.204, -0.581, -0.188, -0.514, -0.385, 0.382, 0.295, 0.346, 0.078, 0.370, 0.196]
}